(1)
The following is a DFT calculation (wB97M-V/def2-TZVPD) of a cluster of 9 separate species, C42H42F48O12 in total.

Properties
Energy relative to the best compared isomer or geometry (same formula, charge and spin): 220.4 kJ/mol
SMILES: FC(F)C(F)(F)COC(F)(F)C(F)F.FC(F)C(F)(F)COC(F)(F)C(F)F.FC(F)C(F)(F)COC(F)(F)C(F)F.FC(F)C(F)(F)COC(F)(F)C(F)F.FC(F)C(F)(F)COC(F)(F)C(F)F.FC(F)C(F)(F)COC(F)(F)C(F)F.O=C1CCCO1.O=C1CCCO1.O=C1CCCO1

```
144
C42H42F48O12 (wB97M-V/def2-TZVPD)
F 0.488 -8.314 1.664
C 1.752 -8.336 1.267
F 2.219 -9.579 1.512
C 1.785 -7.913 -0.249
F 1.152 -8.825 -1.053
F 2.968 -7.877 -0.807
C 1.068 -6.509 -0.501
O 1.465 -5.563 0.541
C 2.293 -4.502 0.272
F 3.358 -5.071 -0.303
F 1.700 -3.817 -0.725
C 2.719 -3.600 1.488
F 3.848 -2.890 1.266
F 1.791 -2.808 1.967
H 2.192 -7.564 1.899
H 0.003 -6.735 -0.452
H 1.044 -6.120 -1.519
H 2.949 -4.159 2.395
F 2.641 4.681 2.084
C 1.705 5.408 1.509
F 1.362 4.833 0.341
C 0.465 5.586 2.418
F -0.287 4.460 2.432
F -0.349 6.415 1.910
C 0.879 5.996 3.852
O -0.196 6.119 4.802
C -0.715 7.398 5.222
F 0.207 7.899 6.056
F -0.919 8.312 4.251
C -1.942 7.335 6.220
F -2.228 8.543 6.703
F -3.121 6.925 5.551
H 2.168 6.370 1.294
H 1.597 6.815 3.867
H 1.601 5.246 4.177
H -1.878 6.645 7.061
F 1.200 -1.204 -3.294
C 1.040 -1.632 -4.508
F 0.767 -0.578 -5.254
C 2.181 -2.455 -5.058
F 1.960 -2.826 -6.303
F 2.165 -3.594 -4.335
C 3.513 -1.663 -5.063
O 3.890 -1.361 -3.723
C 5.241 -1.375 -3.387
F 5.768 -2.650 -3.570
F 5.876 -0.540 -4.260
C 5.337 -0.733 -1.966
F 4.840 -1.599 -1.060
F 6.548 -0.396 -1.584
H 0.154 -2.264 -4.446
H 3.377 -0.762 -5.661
H 4.222 -2.244 -5.653
H 4.872 0.250 -2.044
F -6.720 -5.136 1.430
C -5.436 -4.957 1.587
F -4.815 -5.092 0.454
C -5.195 -3.511 2.215
F -5.462 -3.482 3.532
F -6.020 -2.558 1.705
C -3.689 -3.055 2.032
O -2.782 -3.738 2.928
C -1.697 -4.454 2.309
F -2.109 -5.495 1.688
F -1.109 -3.708 1.408
C -0.728 -4.849 3.463
F 0.278 -5.637 3.076
F -0.338 -3.776 4.192
H -5.025 -5.668 2.303
H -3.684 -1.972 2.155
H -3.431 -3.238 0.989
H -1.239 -5.318 4.304
F -0.536 4.228 -9.522
C -0.061 5.369 -8.995
F -1.065 6.198 -8.774
C 0.878 5.121 -7.828
F 1.504 6.259 -7.470
F 1.860 4.336 -8.263
C 0.171 4.540 -6.613
O 1.055 4.373 -5.533
C 1.153 3.093 -5.003
F -0.107 2.644 -4.845
F 1.673 2.358 -5.977
C 1.943 2.969 -3.687
F 2.081 1.677 -3.296
F 3.110 3.556 -3.674
H 0.575 5.784 -9.777
H -0.249 3.568 -6.871
H -0.667 5.171 -6.316
H 1.301 3.326 -2.881
F 4.444 1.865 1.644
C 4.786 0.764 2.394
F 5.901 0.359 1.803
C 5.076 0.926 3.923
F 6.282 1.444 4.187
F 5.112 -0.314 4.509
C 3.844 1.705 4.581
O 2.680 0.909 4.372
C 1.409 1.580 4.564
F 1.447 2.424 5.597
F 1.260 2.336 3.481
C 0.260 0.537 4.714
F -0.936 1.013 4.880
F 0.311 -0.375 3.789
H 4.065 -0.037 2.230
H 3.699 2.738 4.265
H 4.189 1.722 5.615
H 0.319 0.029 5.677
O -2.052 -0.094 1.149
C -0.932 0.169 0.852
C 0.395 -0.590 0.533
C 1.203 0.423 -0.270
C 0.678 1.800 0.223
O -0.593 1.481 0.724
H 0.901 -0.956 1.427
H 0.100 -1.452 -0.065
H 2.266 0.344 -0.042
H 1.004 0.392 -1.341
H 1.348 2.179 0.995
H 0.636 2.495 -0.616
O -5.569 -1.012 -1.943
C -4.415 -1.246 -2.180
C -3.633 -2.556 -2.052
C -2.196 -2.065 -1.907
C -2.240 -0.760 -2.684
O -3.539 -0.284 -2.506
H -4.057 -3.107 -1.212
H -3.529 -3.047 -3.019
H -1.919 -1.979 -0.856
H -1.480 -2.719 -2.405
H -1.498 -0.075 -2.273
H -1.862 -0.810 -3.705
O -6.424 4.037 0.948
C -6.369 2.843 1.280
C -7.475 1.917 1.545
C -6.755 0.591 1.428
C -5.274 0.890 1.523
O -5.209 2.271 1.375
H -7.845 2.116 2.551
H -8.241 2.004 0.775
H -7.124 -0.144 2.144
H -6.998 0.217 0.433
H -4.844 0.686 2.504
H -4.757 0.317 0.754
```

These are the Mulliken partial charges, in e, on atoms 1 to 8: -0.25 0.32 -0.29 0.90 -0.34 -0.29 -1.02 -0.09

---

(2)
The following is a DFT calculation (wB97M-V/def2-TZVPD) of an isolated molecule of C3H3N3S2.

Properties
Energy relative to the best compared isomer or geometry (same formula, charge and spin): 134.6 kJ/mol
SMILES: S=C1N=CN=CSN1

```
11
C3H3N3S2 (wB97M-V/def2-TZVPD)
S -2.329 -0.243 0.466
C -0.934 -0.235 -0.398
N -0.634 0.953 -1.071
C 0.298 1.618 -0.497
N 1.000 1.473 0.692
C 1.604 0.405 0.896
S 1.681 -0.988 -0.202
N -0.038 -1.279 -0.368
H 0.582 2.560 -1.073
H 2.089 0.326 1.842
H -0.412 -1.953 0.220
```

These are the Mulliken partial charges, in e, on atoms 1 to 8: -0.32 0.32 -0.37 0.06 -0.39 -0.06 -0.04 -0.24

---

(3)
The following is a DFT calculation (wB97M-V/def2-TZVPD) of an isolated molecule of C2H5NO3.

Properties
Energy relative to the best compared isomer or geometry (same formula, charge and spin): 420.5 kJ/mol
SMILES: NOCC(=O)O

```
11
C2H5NO3 (wB97M-V/def2-TZVPD)
N -1.676 0.397 0.457
O -1.138 -0.002 -0.810
C 0.109 0.591 -0.754
C 0.986 -0.091 0.190
O 2.050 -0.467 -0.295
O 0.297 -0.575 1.172
H -2.509 1.026 0.223
H -2.327 -0.503 0.676
H 0.312 1.595 -0.556
H 0.569 0.691 -1.825
H -0.561 -0.240 1.135
```

These are the Mulliken partial charges, in e, on atoms 1 to 8: -0.69 -0.25 -0.20 0.48 -0.56 -0.55 0.30 0.30

---

(4)
The following is a DFT calculation (wB97M-V/def2-TZVPD) of a structure of composition C38H68AlBr3KN4O10S5.

Properties
Charge: +1

```
130
C38H68AlBr3KN4O10S5 (wB97M-V/def2-TZVPD)
C -1.893 0.493 5.046
C -2.729 1.538 4.073
C -2.600 1.122 2.465
C -2.076 2.409 1.553
N -1.332 1.993 0.293
C 0.183 2.084 0.478
C 1.023 1.467 -0.831
C 0.852 -0.161 -0.741
C 1.592 -1.003 -1.942
C 2.723 -2.091 -1.395
C 4.206 -2.100 -2.155
C 4.568 -1.109 -3.450
C 4.877 0.442 -3.016
C 6.307 0.892 -3.754
O 3.852 1.383 -3.565
C 5.458 -3.105 -1.693
C 5.186 -4.119 -0.434
C 3.710 -4.112 0.280
C 2.434 -3.154 -0.137
N 1.074 -3.177 0.526
C 0.614 -4.571 0.887
C -1.006 -4.953 0.721
Br -2.410 -3.642 0.106
C -1.574 -6.486 1.076
C -0.566 -7.699 1.609
C 1.012 -7.299 1.795
C 1.565 -5.793 1.455
S 3.405 -5.339 1.701
C -1.765 3.046 -0.749
S -1.472 4.732 -0.560
S -2.677 2.375 -2.288
C -1.503 2.716 -3.730
C -1.285 1.402 -4.702
C -1.470 1.960 -6.264
H -2.294 0.457 6.151
H -0.757 0.806 5.037
H -2.065 -0.586 4.571
H -3.855 1.503 4.441
H -2.379 2.662 4.261
H -3.698 0.894 2.103
H -1.953 0.152 2.306
H -1.460 3.104 2.271
H -3.063 3.003 1.259
H 0.555 3.162 0.773
H 0.422 1.391 1.420
H 2.148 1.829 -0.671
H 0.564 1.914 -1.833
H -0.314 -0.403 -0.812
H 1.206 -0.480 0.353
H 0.753 -1.661 -2.479
H 1.997 -0.274 -2.762
H 3.725 -1.236 -4.263
H 5.565 -1.517 -3.963
H 4.981 0.542 -1.832
H 6.313 0.632 -4.911
H 7.248 0.388 -3.274
H 6.380 2.080 -3.700
H 3.503 0.957 -4.424
H 6.505 -3.107 -2.220
H 5.991 -4.880 0.002
H 0.405 -2.870 -0.242
H -2.740 -6.704 0.950
H -0.917 -8.783 1.877
H 1.760 -8.126 2.164
H -1.998 3.550 -4.385
H -0.458 3.137 -3.348
H -0.208 0.945 -4.637
H -2.050 0.521 -4.479
H -0.814 2.947 -6.363
H -2.596 2.321 -6.365
H -1.181 1.140 -7.060
C 1.520 -4.726 5.776
O 1.244 -3.636 5.301
N 1.293 -5.036 7.065
N 2.075 -5.715 5.052
H 1.514 -5.928 7.474
H 0.876 -4.320 7.645
H 2.262 -5.523 4.077
H 2.309 -6.619 5.426
K 1.984 3.597 1.549
C -3.571 -1.681 8.245
C -4.625 -0.571 8.090
O -4.131 0.314 7.240
H -2.625 -1.295 8.646
H -3.935 -2.443 8.944
H -3.362 -2.184 7.293
H -4.851 -0.243 9.116
H -5.556 -1.094 7.820
C -4.632 7.636 -2.106
C -3.858 8.297 -3.235
C -4.023 7.535 -4.540
O -2.475 8.351 -2.892
H -4.272 6.617 -1.927
H -4.494 8.188 -1.170
H -5.702 7.594 -2.333
H -4.204 9.328 -3.365
H -3.641 6.512 -4.448
H -3.450 8.014 -5.342
H -5.074 7.489 -4.841
H -2.160 7.439 -2.775
Al 4.032 0.905 1.385
C 0.530 0.578 -9.876
O 0.010 0.203 -8.614
H 0.445 1.662 -9.988
H 1.581 0.289 -9.939
H -0.043 0.087 -10.667
H 0.099 -0.762 -8.543
C 7.504 -5.808 2.119
C 6.685 -7.058 2.432
O 7.623 -8.132 2.415
S 9.070 -7.580 2.925
O 9.206 -7.899 4.329
O 10.066 -7.930 1.939
O 8.747 -5.987 2.795
H 7.708 -5.730 1.046
H 7.011 -4.895 2.462
H 5.890 -7.229 1.703
H 6.252 -7.003 3.437
Br 1.254 4.471 -2.025
C -9.396 7.461 1.055
S -7.606 7.553 0.810
O -7.367 8.047 -0.585
C -7.329 5.765 0.808
H -9.800 8.476 1.052
H -9.855 6.886 0.248
H -9.609 6.991 2.018
H -7.917 5.297 0.016
H -7.609 5.351 1.780
H -6.267 5.579 0.630
Br 1.142 -5.036 -1.522
```

These are the Mulliken partial charges, in e, on atoms 1 to 8: -0.73 -0.41 -0.21 -0.57 0.25 -2.12 1.08 -0.42

---

no.,frontier orbital gap (eV),lowest unoccupied orbital energy (eV),HOMO (eV)
1,9.572,0.2151,-9.357
2,8.133,-0.6255,-8.759
3,9.987,0.3835,-9.604
4,1.382,-7.0002,-8.382